This record from the OMol25 dataset describes a cluster of 14 separate species, C38H72BrCl26O4P in total in a non-equilibrium geometry. The level of theory is wB97M-V/def2-TZVPD.

Each line ends with the Löwdin charge.
Atoms and positions in Å:
Cl: -4.10784 -9.99524 -0.64409  0.532
C: -5.41089 -3.50528 -3.18596  -0.690
H: 6.94277 3.13471 2.48731  0.030
C: -10.34417 -3.45495 -3.67347  -0.655
H: -6.81593 4.38772 -10.74644  0.066
Cl: -8.64126 -5.48112 -4.34996  0.603
H: 9.08031 -0.09348 3.80060  0.069
Cl: 1.76562 7.11736 4.38707  0.539
H: 7.87673 -7.44952 3.50386  0.070
Cl: -0.04576 5.10081 6.44622  0.608
C: -1.02501 -0.56647 -1.33027  -0.659
H: -9.77398 -2.82102 -4.34995  0.071
C: -4.34353 -3.65650 -7.34233  -0.649
H: -2.30616 0.10413 -2.89816  0.013
Cl: 6.65077 1.41209 4.26497  0.635
C: 4.80139 3.19564 2.08493  -0.370
H: 5.19743 -3.66889 4.34467  0.009
Cl: -1.80748 -2.12008 -3.44343  0.552
H: -0.69306 1.94250 2.19522  0.132
C: 3.98525 -1.09978 2.70552  -0.290
H: -0.99986 -3.24131 -10.54955  0.076
H: 2.42293 2.12791 4.99088  -0.012
H: -0.43299 0.24965 1.82716  0.108
C: 4.20801 -2.63691 2.63394  -0.222
C: -1.09823 -4.84743 -9.14039  -0.659
C: -1.06932 2.50746 -6.57678  -0.657
H: -1.13492 3.59146 -6.50712  0.069
H: -10.78820 -5.54786 -3.37712  0.070
Cl: -5.71015 -4.25074 -6.36157  0.608
Cl: 6.46912 -5.72890 2.76246  0.611
H: -2.17424 -4.84189 -8.98106  0.045
H: 6.52979 2.69172 0.75169  0.073
H: 6.24081 1.59163 2.07959  -0.038
C: 0.04096 1.13206 2.30891  -0.057
C: -1.15873 1.85973 -5.21778  -0.650
C: 2.81071 -0.63037 1.81020  -0.160
H: -0.28806 2.13080 -4.62098  0.077
H: 8.22302 1.92042 5.95112  0.068
C: -6.08069 4.73933 -10.02557  -0.668
H: 5.94553 -7.33745 5.13095  0.069
C: 2.35099 1.37829 -0.39496  -0.576
C: 6.24491 2.64124 1.81163  -0.241
C: 1.74166 2.10869 9.33658  -0.658
C: 0.67364 7.62989 5.70255  -0.693
H: 10.12442 0.47576 5.10575  0.070
Br: 1.07828 -0.57476 4.65640  0.810
C: 0.69031 6.66746 6.86360  -0.636
H: 4.49117 -2.96807 1.62604  0.104
H: -4.32457 -3.48922 -3.25753  0.028
H: 2.54412 2.42859 9.99866  0.067
H: 8.79546 2.36332 4.33870  0.074
C: -0.12465 10.75986 3.62448  -0.647
Cl: -9.69294 -3.23411 -2.03033  0.551
Cl: 6.49615 -5.29338 6.16537  0.569
H: -6.44912 5.66360 -9.58162  0.071
H: -3.50284 -1.83174 -8.07335  -0.014
H: -3.43208 -3.89602 -6.79319  0.067
H: 0.11341 7.07893 7.69144  0.078
C: -4.46528 -8.67183 0.49500  -0.675
H: 1.09755 4.04292 8.69123  0.045
H: -3.54449 -7.54892 2.06371  0.072
O: 3.32424 1.30105 0.53400  0.001
H: -0.76619 10.59223 2.76203  0.073
H: -6.73738 3.59062 -8.34516  0.073
H: -0.32531 7.73863 5.28791  0.043
C: -4.41646 -2.17009 -7.58409  -0.675
Cl: -5.12766 -5.42549 -1.25528  0.576
C: -5.83512 3.71690 -8.94310  -0.667
H: 0.48995 -3.46729 -9.62957  0.069
C: 8.30185 1.58224 4.91955  -0.615
Cl: -2.59782 2.40034 -4.30995  0.553
H: -5.70369 -5.59423 -3.52462  0.056
Cl: -5.42690 2.11660 -9.60616  0.522
O: 1.13416 1.10064 0.21906  0.012
Cl: -0.66745 13.42645 3.35002  0.540
H: 3.10493 -0.91134 0.78929  0.129
C: 6.87275 -6.78476 5.26823  -0.653
H: -2.38967 -8.30667 0.96327  0.069
O: -0.28150 1.72263 4.54168  0.048
Cl: -0.32224 -5.41047 -7.64000  0.550
H: -3.08656 -1.02553 -1.78954  0.047
H: -0.11849 2.25218 -7.04356  0.075
H: 4.31318 3.53659 1.16296  0.067
H: 4.86495 4.06785 2.75356  0.069
H: 0.84047 1.97002 9.93327  0.073
C: -2.15429 -0.79308 -2.30202  -0.646
C: 2.79737 2.85370 4.25695  -0.316
H: 1.08194 12.32930 4.48758  0.069
C: 9.08888 0.29765 4.81637  -0.662
H: -6.98865 -4.84275 -2.58214  -0.018
H: 1.87166 -1.14626 2.04220  0.078
C: 0.52330 12.12163 3.57709  -0.666
H: 5.77491 -2.03031 4.07506  0.054
H: 1.01393 8.61058 6.03208  0.056
Cl: -4.59139 5.15011 -10.91413  0.533
C: 5.44540 -2.94943 3.55949  -0.174
Cl: -0.83717 -1.90951 -0.17165  0.566
C: -0.59599 -3.49057 -9.56884  -0.632
H: -4.52953 -1.61744 -6.65274  0.073
C: 1.47960 3.12440 8.25159  -0.698
Cl: -1.10996 10.53359 5.09466  0.560
H: -1.21739 0.32774 -0.74018  0.065
Cl: -5.90534 -2.20515 -2.06647  0.538
O: 2.42840 1.65337 -1.51625  0.204
H: 6.29201 -3.31068 2.98094  0.000
H: 1.70498 6.47899 7.21316  0.060
H: 4.92431 -0.65587 2.34208  0.098
H: -1.19711 0.77391 -5.29404  0.060
H: -0.07652 -0.43604 -1.84746  0.067
H: 1.48831 2.68835 1.48820  0.165
H: -11.37468 -3.10170 -3.65764  0.072
Cl: 8.45907 -0.96869 5.89979  0.540
Cl: 2.17576 0.51344 8.67256  0.541
H: -4.62088 -7.77386 -0.10138  -0.002
C: 7.55200 -6.50914 3.94848  -0.634
H: 3.82963 -0.86412 3.76387  0.059
H: -5.02710 4.02215 -8.28032  0.059
Cl: -2.35397 1.94578 -7.67541  0.538
H: 0.64370 9.98593 3.63583  0.053
H: 3.40313 3.60192 4.77034  -0.003
H: 1.90457 3.31298 3.79838  0.037
H: 1.21196 12.17016 2.73424  0.074
C: 0.18387 0.94724 3.83017  -0.800
H: 7.53384 -7.37399 5.90292  0.071
H: -10.82608 -5.01262 -5.05822  0.074
Cl: -3.16037 -9.79229 2.62498  0.528
C: -5.91865 -4.85574 -2.75236  -0.700
C: 2.69524 0.93830 1.83696  -0.414
C: -3.34081 -8.44194 1.47389  -0.666
H: 3.34309 -3.16629 3.05431  0.103
Cl: -1.11010 -2.19726 -8.45296  0.593
H: -4.33497 -4.21331 -8.27782  0.059
Cl: -5.77387 -1.72975 -8.65382  0.539
C: 1.32767 1.60207 1.56211  -0.229
H: -0.87091 -5.58290 -9.91139  0.075
P: 3.83278 1.89085 3.04480  1.009
H: 0.75133 2.76189 7.53106  0.036
H: -5.39650 -8.90908 1.00556  0.070
Cl: 2.96243 3.55774 7.36297  0.594
C: -10.30760 -4.89920 -4.10660  -0.639
H: -5.82068 -3.25497 -4.16135  -0.011
H: 8.42461 -5.87129 4.07526  0.071

## Properties
Total charge: 0
Kohn-Sham gap: 8.22 eV
E_LUMO: 0.014 Ha
Calculated total energy: -453679.865 eV
Max |F|: 0.0700 hartree/bohr